1.
Density functional theory data (ωB97M-V/def2-TZVPD) for a 2-piece molecular cluster, FHIOP overall in a non-equilibrium geometry.

```
5
Properties=species:S:1:pos:R:3:forces:R:3
I 2.7854 0.5031 -0.4187 0.10 0.48 -0.06
P 2.3118 -1.7514 -0.1407 -0.11 -0.48 0.06
F -1.0206 1.0588 -0.1610 0.59 0.46 -0.61
O -1.9743 0.0282 -0.0840 0.56 -0.36 -3.16
H -2.1023 0.1613 0.8045 -1.14 -0.10 3.76
```
Positions in Å, forces in eV/Å.

As for the energy above the lowest of the compared OMol25 structures with the same formula, charge and spin: 712.7 kJ/mol. As for the net charge: 0. The multiplicity is 1. As for the HOMO-LUMO gap (spin up / spin down): 6.682 / 6.658 eV. For the highest occupied orbital energy (spin up / spin down), the calculation gives -0.298 / -0.298 Eh.


2.
Density functional theory data (ωB97M-V/def2-TZVPD) for a 2-piece molecular cluster, C3H8NOS overall in a non-equilibrium geometry.

```
14
Properties=species:S:1:pos:R:3:forces:R:3
S -2.3378 1.2123 0.2192 -0.27 1.12 -0.33
O 0.7886 1.9742 1.0987 -0.26 -1.09 -1.05
N 0.8776 -0.1660 0.0942 -1.17 -1.47 -1.10
C -0.1780 -1.0445 0.6149 1.13 -1.86 -0.73
C 1.6103 -0.6068 -1.0698 -0.16 -0.50 -2.26
C 0.7712 0.9767 0.5308 1.02 3.71 2.00
H 0.3634 -1.9841 0.6937 -0.61 -0.50 -0.36
H 1.1211 -1.4969 -1.5583 -0.30 1.42 0.41
H -1.0971 -1.0141 0.0485 0.18 -0.22 -0.31
H 2.5257 -1.0555 -0.8025 1.41 0.05 0.74
H -2.2429 2.5239 -0.2070 -0.34 -0.96 0.37
H 1.7579 0.2370 -1.7642 -0.04 -0.63 0.19
H -0.3009 -0.7745 1.5933 -0.95 0.77 2.56
H -3.6591 1.2181 0.5084 0.38 0.17 -0.11
```
Positions in Å, forces in eV/Å.

As for the energy above the lowest of the compared OMol25 structures with the same formula, charge and spin: 160.3 kJ/mol. As for the net charge: +1. The multiplicity is 1. As for the HOMO-LUMO gap: 9.066 eV. For the highest occupied orbital energy, the calculation gives -0.504 Eh.


Which value of net charge does entry 2 give?
+1